Record 1
Formula: C24H48AlBBrCl5IKMgNO10
Source: the OMol25 dataset
Level of theory: the ωB97M-V functional and the def2-TZVPD basis

Values from the calculation:
orbital gap = 1.74 eV
multiplicity = 1
charge = +1
E_LUMO = -0.27448 hartree
highest occupied orbital energy = -9.21 eV
maximum force = 0.1951 hartree/bohr

Positions of all 94 atoms, in Å:
C (0.9949, -3.4451, 2.7659)
C (1.6989, -2.7256, 1.5170)
O (0.8262, -1.9336, 0.6810)
C (-0.2294, -2.7081, 0.0884)
C (-0.9827, -2.0691, -1.1660)
C (-0.9340, -0.4585, -1.3116)
O (0.3849, 0.0662, -1.4564)
C (1.2511, -0.4717, -2.4345)
C (2.7270, -0.8775, -1.8666)
C (3.4178, -1.6995, -3.1019)
C (3.6724, 0.3860, -1.6014)
C (3.0307, 1.5299, -0.6736)
C (4.9546, -0.1851, -0.7658)
C (-1.5923, -0.2878, -2.8122)
O (-1.5090, -1.0189, -3.8435)
N (-2.4188, 0.9513, -2.6362)
C (-3.1762, 0.4870, -1.3277)
O (-3.7719, -0.7682, -1.8420)
C (-4.4266, 1.4517, -1.1799)
C (-5.1029, 1.5945, 0.2622)
C (-6.4202, 0.6598, 0.3880)
I (-5.8911, 3.6713, 0.3520)
C (-1.9308, 0.4147, -0.3272)
C (-2.1093, -0.1288, 1.1758)
B (-3.3231, -1.1717, 1.4365)
O (-3.4080, -2.5297, 0.9667)
O (-4.4326, -0.7577, 2.2901)
C (-1.1744, 1.8519, -0.0950)
Cl (0.1811, 1.7263, 1.1788)
C (-2.1181, 3.0189, 0.4827)
C (-1.1127, 4.2564, 0.8689)
H (-0.1244, -3.2295, 2.8759)
H (1.1039, -4.5839, 2.5982)
H (1.4812, -3.1897, 3.7947)
H (2.3404, -3.4706, 0.9018)
H (2.4670, -1.9820, 1.9646)
H (-0.9719, -2.9906, 0.9106)
H (0.2439, -3.7093, -0.2610)
H (-2.0646, -2.4759, -1.1196)
H (-0.5507, -2.6159, -2.0970)
H (0.9247, -1.3675, -3.0492)
H (1.4765, 0.3653, -3.2091)
H (2.6817, -1.6220, -1.0049)
H (3.8102, -1.0159, -3.9246)
H (2.6879, -2.4752, -3.5560)
H (4.2591, -2.3386, -2.6353)
H (4.1115, 0.8045, -2.5722)
H (3.9029, 2.1752, -0.2742)
H (2.3229, 2.2294, -1.2253)
H (2.5778, 1.0074, 0.2349)
H (5.7813, 0.6319, -0.6396)
H (5.3708, -1.1532, -1.2260)
H (4.5360, -0.5044, 0.2739)
H (-3.0731, 0.9131, -3.4360)
H (-4.5660, -0.9891, -1.2944)
H (-4.2131, 2.5074, -1.5776)
H (-5.2538, 1.0542, -1.8860)
H (-4.4027, 1.5197, 1.1536)
H (-6.0449, -0.4360, 0.3250)
H (-7.1404, 0.8387, -0.4754)
H (-6.9161, 0.7377, 1.4247)
H (-1.1623, -0.6686, 1.5722)
H (-2.2760, 0.7148, 1.9515)
H (-3.8196, -2.5487, 0.0663)
H (-4.1692, 0.0540, 2.7784)
H (-0.7804, 2.2890, -1.0904)
H (-2.8189, 3.4693, -0.3177)
H (-2.6675, 2.7684, 1.4466)
H (-1.7257, 5.2346, 0.6513)
H (-0.2134, 4.3009, 0.1472)
H (-0.8131, 4.2536, 1.9862)
Cl (-3.4952, 2.7741, -3.4258)
K (-1.7741, 6.5858, 1.1761)
Al (5.7776, 1.0910, 1.3652)
Br (0.3754, 5.1837, 3.2612)
C (5.9483, -4.4206, -4.1067)
Cl (6.2992, -2.6925, -4.2343)
Cl (6.2022, -5.0033, -2.4576)
H (4.9098, -4.5922, -4.3864)
H (6.6070, -4.9661, -4.7807)
Cl (3.0008, -2.9798, 4.9341)
O (-2.2735, -5.4292, 1.8985)
H (-2.7597, -4.7139, 1.4958)
C (1.2204, 1.0184, 4.5933)
C (2.0452, 1.1542, 5.8585)
O (2.3133, 0.0743, 6.4433)
O (2.3647, 2.3174, 6.1754)
H (0.9832, -0.0296, 4.3836)
H (0.2836, 1.5704, 4.7007)
H (1.7757, 1.4245, 3.7440)
O (2.5544, 6.9344, 0.2927)
H (3.3759, 7.4248, 0.4179)
H (2.2099, 6.8216, 1.1906)
Mg (-1.5197, -2.9083, -4.6351)

Atomic forces in eV per Å
C -0.5 -1.3 -1.5
C 1.0 0.4 1.3
O 0.0 -0.5 -0.2
C -0.1 -1.8 0.4
C 0.3 -0.6 0.9
C -0.5 -2.7 -2.1
O -0.7 -0.4 0.6
C 2.6 0.3 -1.0
C -0.1 -0.2 -2.2
C -0.3 -0.7 1.1
C 0.8 -0.3 1.4
C 1.0 -0.6 -0.1
C -1.0 -0.4 -0.3
C -1.2 1.7 1.8
O -0.3 1.3 1.5
N 1.3 -6.4 -0.1
C -0.8 1.8 -2.1
O 0.2 -0.2 2.1
C -0.9 0.6 1.2
C -1.1 -0.6 -0.3
C 1.2 -0.7 0.5
I 0.3 -0.6 0.2
C 2.2 -0.1 0.4
C -0.3 -1.1 0.7
B -1.9 -0.2 1.3
O -0.6 2.0 -0.9
O 2.8 -0.4 -1.1
C -1.7 1.3 -0.6
Cl -0.9 -0.3 -1.2
C 1.4 1.3 -0.3
C -2.1 -1.0 -2.0
H 1.5 -0.1 -0.1
H -0.3 1.8 0.7
H -0.2 -0.1 -0.9
H -1.3 0.9 0.8
H -1.3 -1.0 -0.8
H 0.8 0.4 -1.4
H -0.9 1.4 0.4
H 1.7 1.1 0.0
H -0.4 1.3 1.2
H -0.2 1.1 1.2
H -0.5 -1.2 1.1
H -0.2 1.4 -0.8
H -0.5 -1.0 1.2
H 1.0 1.3 0.7
H -1.2 1.2 -1.1
H -0.9 -0.6 1.2
H -1.2 -0.6 -0.7
H 0.7 -1.1 1.0
H 0.2 0.9 -1.4
H -1.1 -1.4 -0.8
H -0.2 1.7 0.7
H 0.6 0.4 -1.3
H 0.3 0.1 0.6
H 0.7 0.5 -0.6
H 0.0 -2.1 0.9
H 1.5 0.6 1.1
H -1.0 0.0 -1.4
H -0.7 1.6 0.1
H 0.9 0.0 1.3
H 0.7 0.1 -1.8
H -1.3 1.0 -1.0
H 0.4 -1.0 -1.7
H 0.6 -0.2 1.2
H -0.5 -0.7 -0.5
H -0.2 -1.0 1.8
H 0.9 -1.4 1.2
H 0.6 0.1 -1.4
H 1.9 -9.6 -2.0
H -1.2 -0.1 1.3
H -0.4 -0.1 -2.3
Cl -0.8 3.6 -2.3
K -0.4 8.9 3.5
Al -0.1 0.2 0.7
Br 0.8 1.1 1.1
C -0.1 -0.2 -0.1
Cl 0.3 0.0 -0.3
Cl -0.1 0.0 0.0
H 0.1 0.1 0.1
H 0.0 0.2 0.2
Cl 0.0 0.3 0.0
O 0.7 -0.4 0.2
H -0.5 0.6 -0.2
C -1.3 -1.0 -1.8
C 2.1 1.5 3.1
O -0.7 -0.3 -1.2
O -0.6 -1.0 -1.0
H 0.2 0.2 0.2
H 0.3 0.2 0.2
H 0.1 0.2 0.3
O 0.0 0.1 0.2
H -0.1 0.0 -0.1
H 0.0 -0.2 0.0
Mg 0.1 1.0 0.6

Record 2
Formula: C7H14O2
Source: the OMol25 dataset
Level of theory: the ωB97M-V functional and the def2-TZVPD basis

Values from the calculation:
orbital gap (alpha / beta) = 7.51 / 7.57 eV
multiplicity = 1
charge = 0
E_LUMO (alpha / beta) = 0.03506 / 0.03520 hartree
highest occupied orbital energy (alpha / beta) = -6.55 / -6.62 eV
maximum force = 0.0466 hartree/bohr

Positions of all 23 atoms, in Å:
C (-1.4493, 1.2588, 0.5573)
C (-1.0194, 0.4549, -1.5860)
C (1.2657, 0.2541, 0.8346)
C (0.9787, -0.9241, -0.3641)
C (2.2989, -0.6780, 0.2901)
C (-1.4904, -0.4902, -2.6340)
C (0.9247, 0.0709, 2.2912)
O (-1.7296, 0.4959, -0.4751)
O (-2.1870, 1.0441, 1.6879)
H (-2.2554, 0.0910, 1.8296)
H (-1.0954, 2.2714, 0.4259)
H (-0.4741, 1.3496, -1.8630)
H (1.3447, 1.2784, 0.4948)
H (1.0056, -0.8694, -1.4421)
H (0.3857, -1.7524, -0.0062)
H (2.6783, -1.4393, 0.9632)
H (3.0736, -0.2538, -0.3425)
H (-2.2306, -0.0466, -3.3134)
H (-1.9431, -1.3657, -2.1636)
H (-0.6431, -0.8212, -3.2412)
H (1.7904, 0.3118, 2.9165)
H (0.1207, 0.7214, 2.6286)
H (0.6504, -0.9616, 2.5114)

Atomic forces in eV per Å
C 0.2 0.5 0.8
C -0.1 0.3 -1.5
C 0.3 -1.3 -2.0
C 0.8 0.8 2.0
C 0.5 -0.3 0.2
C 0.0 0.1 0.2
C -0.3 0.0 0.0
O -0.6 -0.5 0.5
O -0.2 0.0 -0.3
H 0.0 0.1 0.0
H -0.1 0.0 -0.1
H 0.1 0.0 0.2
H -0.1 -0.1 -0.1
H -0.4 0.8 0.1
H 0.0 -0.1 0.2
H 0.1 0.1 0.1
H -0.1 -0.1 0.0
H 0.0 -0.1 0.0
H 0.0 0.0 -0.1
H -0.1 0.0 0.0
H 0.1 -0.1 -0.2
H -0.1 -0.1 -0.1
H 0.0 -0.1 0.0

Record 3
Formula: HN2O3P
Source: the OMol25 dataset
Level of theory: the ωB97M-V functional and the def2-TZVPD basis

Values from the calculation:
orbital gap (alpha / beta) = 8.83 / 7.14 eV
multiplicity = 1
charge = 0
E_LUMO (alpha / beta) = -0.02948 / -0.06911 hartree
highest occupied orbital energy (alpha / beta) = -9.63 / -9.02 eV
maximum force = 0.0657 hartree/bohr

Positions of all 7 atoms, in Å:
N (1.9259, -0.6764, -0.4564)
N (-1.6880, -1.6496, 0.2395)
O (3.0100, -0.8927, -0.8924)
O (-1.9718, -2.7882, 0.1710)
O (-2.0981, -0.6864, 0.7986)
P (0.4567, -1.0749, -0.2009)
H (0.2278, -0.0106, 0.5974)

Atomic forces in eV per Å
N 3.3 0.5 -0.3
N 1.8 0.3 -0.6
O -0.3 0.0 -0.2
O -1.3 -0.9 0.2
O -1.2 0.2 0.6
P -1.9 -1.3 -0.5
H -0.5 1.2 0.8